Record 1
# C7H21O8S4

3 unconnected molecules or ions with the total composition C7H21O8S4 at a distorted geometry (the ωB97M-V functional and the def2-TZVPD basis, the Open Molecules 2025 dataset).

```
40
Properties=species:S:1:pos:R:3:forces:R:3:mulliken_charge:R:1
S 3.028423 -1.033243 -3.000684 2.6 0.1 -1.3 1.13
S 1.064064 -1.884582 -2.555311 -1.3 0.6 0.6 -0.13
S -2.665523 0.721393 -0.425223 -0.4 -0.2 0.8 1.27
S 1.889962 -0.825703 3.181982 -0.3 0.4 0.3 1.18
O -1.727344 1.793740 -0.559416 0.2 0.0 -0.3 -0.66
O 2.870620 -0.599000 -4.315032 -1.2 -0.4 -2.5 -0.54
O -2.897013 -0.183125 -1.511125 0.3 0.0 -0.3 -0.66
O 3.213608 -0.024139 -2.073240 0.1 1.0 2.9 -0.42
O -4.044773 1.297785 0.083833 0.1 0.0 0.0 -0.26
O 3.310533 -0.902537 3.299019 0.2 -0.2 -0.2 -0.65
O 1.490483 0.653235 2.763075 0.0 0.0 0.1 -0.24
O 1.192120 -1.743695 2.327498 0.1 -0.2 -0.1 -0.61
C 1.632994 0.643349 0.328088 -0.2 -0.2 0.0 -0.52
C -5.321224 1.940376 -1.923204 0.2 -0.2 0.0 -0.98
C 2.176360 1.209103 1.620058 0.2 0.1 -0.4 -0.71
C 4.333286 -2.232967 -2.971716 -0.5 -0.8 -0.2 -0.85
C -2.280410 -0.213243 1.017353 0.0 0.0 0.0 -1.00
C -4.634791 2.398329 -0.653253 -0.3 0.4 -0.4 -0.35
C 1.148245 -0.827231 4.774098 0.0 0.0 0.0 -0.93
H 4.429880 -2.571567 -3.995567 -0.1 -0.1 -0.2 0.38
H -5.358316 2.841619 0.026145 0.1 -0.2 0.2 0.28
H 1.877273 -0.417365 0.241655 0.1 0.0 0.0 0.14
H 0.091720 -0.597962 4.668180 0.0 0.0 0.0 0.30
H -6.015596 1.127937 -1.712160 -0.1 0.1 0.0 0.27
H -5.869352 2.769356 -2.369110 0.0 0.0 0.1 0.39
H 4.128450 -3.085635 -2.338090 0.0 0.0 0.4 0.36
H 1.279493 -1.824520 5.187586 0.0 0.0 0.0 0.38
H 0.738102 -2.538915 -3.685327 0.3 -0.5 0.1 0.34
H 1.650971 -0.088850 5.391398 0.0 0.0 0.0 0.33
H -4.600617 1.575421 -2.653924 0.0 0.0 0.0 0.29
H 2.053810 1.161699 -0.525585 0.0 0.2 0.1 0.51
H 3.250450 1.040938 1.705483 0.0 -0.1 0.2 0.40
H 2.014472 2.282818 1.667022 -0.2 0.0 0.2 0.31
H -1.354858 -0.752277 0.823908 0.0 0.0 0.0 0.34
H -3.875789 3.153635 -0.858378 0.1 -0.1 0.1 0.33
H -3.090800 -0.912080 1.204928 0.0 0.0 0.0 0.43
H -2.151168 0.471165 1.850839 0.0 0.0 0.0 0.31
H 0.548552 0.733126 0.298319 -0.1 0.2 0.0 0.11
H 5.241820 -1.714603 -2.694500 0.0 0.3 0.4 0.35
H 1.180971 -2.859047 -1.628153 0.1 -0.3 -0.3 0.34
```
Positions in Å, forces in eV/Å.

Results
E_HOMO: -0.48164 Eh
Kohn-Sham gap: 7.7 eV
total charge: +1
largest force on an atom: 3.1 eV/Å
electronic energy: -67310.04893 eV


Record 2
# C7H22N3Si2

2 unconnected molecules or ions with the total composition C7H22N3Si2 at a distorted geometry (the ωB97M-V functional and the def2-TZVPD basis, the Open Molecules 2025 dataset).

```
34
Properties=species:S:1:pos:R:3:forces:R:3:mulliken_charge:R:1
Si 1.571532 0.573276 0.065782 0.0 1.8 0.4 0.25
Si -1.717346 0.332744 -0.017313 -0.1 1.1 -0.4 0.01
N -0.072350 -0.087511 0.323984 1.7 -4.5 -0.2 0.40
N 0.839977 -2.643874 1.196603 0.0 1.0 0.7 -0.32
N -0.194581 -2.720881 -0.848227 -2.6 -2.3 -3.3 -0.29
C 2.596983 -0.448812 -1.226394 0.3 1.1 1.6 -0.99
C 1.274515 2.463195 -0.516443 -0.1 -2.2 -1.2 -0.97
C -2.741919 -0.877303 0.883820 -0.4 -1.6 -1.7 -1.06
C -1.959163 2.053493 0.730072 -0.4 -0.1 2.9 -1.08
C 2.297300 0.731464 1.828495 -0.4 -2.0 -0.6 -1.38
C 0.115417 -2.127912 0.238668 1.1 6.1 1.3 0.23
C -1.947194 0.446308 -1.941752 -0.6 -2.3 -0.4 -1.16
H 1.299970 -2.112167 1.993695 -1.2 -0.9 -1.6 0.29
H -0.722861 -2.198079 -1.638177 1.2 -1.1 2.0 0.29
H -2.330782 -0.495128 -2.534919 0.6 1.3 1.4 0.32
H -1.481153 2.707483 0.087201 0.7 1.6 -1.5 0.41
H 3.156739 0.249585 -1.887645 -0.4 -0.6 0.4 0.38
H -3.657325 -0.403721 1.130558 -1.0 0.4 0.6 0.44
H -3.023405 2.388297 0.786432 0.6 -0.5 -0.2 0.37
H 2.782215 -0.163205 2.191893 0.4 -0.9 -0.3 0.41
H -0.270425 -3.812470 -0.921701 0.4 2.7 0.2 0.30
H -2.308970 -1.362139 1.741887 0.3 0.1 0.4 0.31
H -1.489756 2.370090 1.777678 -0.9 -1.3 -2.0 0.29
H 3.308734 -1.091832 -0.658335 -0.4 0.3 -0.6 0.26
H 0.190313 2.546345 -0.821713 1.4 0.4 0.3 0.10
H 1.886126 -1.032222 -1.780121 -0.1 -0.4 -0.5 0.29
H -2.678846 1.177628 -2.196089 -0.8 0.7 0.0 0.47
H 1.654581 0.876557 2.673535 -1.1 0.7 0.0 0.43
H -3.047881 -1.685844 0.173526 0.2 0.3 0.5 0.29
H -1.082172 0.729499 -2.528759 0.6 0.2 0.3 0.39
H 1.939293 2.610614 -1.412574 -0.8 0.0 0.7 0.36
H 3.083951 1.406653 1.919368 1.3 1.6 -0.2 0.45
H 1.131193 -3.560927 0.943614 0.8 -0.9 0.7 0.20
H 1.597292 3.160802 0.243351 -0.3 0.1 0.3 0.31
```
Positions in Å, forces in eV/Å.

Results
E_HOMO: -0.47214 Eh
Kohn-Sham gap: 8.6 eV
total charge: +1
largest force on an atom: 6.3 eV/Å
electronic energy: -27834.72040 eV